No. 1
52
Properties=species:S:1:pos:R:3:forces:R:3 method="wB97M-V/def2-TZVPD" smiles="COc1ccc([C@@H](c2ccccc2)N2CCC[NH+]=C2c2ccccc2)cc1" total_charge=+1 homo_energy_ev=-10.9
C -5.099162 0.984962 -0.003496 0.2 0.1 0.7
C -4.772992 0.880358 1.364052 0.2 0.0 0.0
C -3.430724 0.860320 1.798034 -0.5 0.0 -0.9
C -2.414179 1.046821 0.849435 -0.4 0.9 -0.4
C -1.015792 1.281718 1.419324 0.6 0.3 0.3
N 0.149265 0.526459 1.359693 -1.0 1.8 -0.1
C 1.328562 1.393982 1.356571 0.4 0.5 -0.3
C 1.391455 2.104236 2.680291 0.5 0.0 0.5
C 0.174767 2.990196 2.788413 0.0 0.6 0.2
N -0.975037 2.467598 2.063055 0.0 -1.5 -0.7
C -2.793247 1.467816 -0.480470 0.6 -0.3 0.6
C -4.107059 1.287384 -0.931757 0.8 0.4 0.2
H -6.132747 0.935083 -0.336446 0.1 -0.1 0.2
H -5.557510 0.877402 2.124232 0.2 -0.3 -0.4
H -3.162046 0.788280 2.854834 -0.3 -0.2 -0.3
H 2.255666 0.845983 1.170064 -0.4 -0.3 0.0
H 1.187193 2.111340 0.499469 0.4 -0.5 0.8
H 1.454338 1.421424 3.543640 -0.2 -0.1 -0.6
H 2.313761 2.685089 2.743988 -0.2 0.2 -0.1
H -0.138409 3.109416 3.825818 0.1 0.3 0.0
H 0.375336 3.953151 2.319363 0.1 0.2 0.4
H -1.834438 3.028053 2.116982 0.6 -0.6 -0.3
H -2.048477 1.952647 -1.150177 -0.7 -0.7 0.6
H -4.323837 1.467964 -1.995871 0.0 0.0 0.7
C 1.893148 -0.261994 -5.754815 -0.2 0.2 0.1
O 0.803698 0.197123 -4.938952 0.6 0.3 0.0
C 0.900516 0.132929 -3.597026 -0.3 -1.1 0.5
C -0.294859 0.463184 -2.913097 0.5 -0.3 -0.5
C -0.419810 0.061307 -1.609836 0.1 0.3 0.5
C 0.634415 -0.431083 -0.855183 0.3 0.1 -0.6
C 0.260787 -0.729180 0.601078 -0.3 -1.1 -0.6
C 1.214529 -1.882041 1.080096 -0.9 0.5 0.5
C 1.393080 -2.111133 2.438429 0.3 -0.4 0.1
C 1.932993 -3.325847 2.875029 0.3 -0.4 0.1
C 2.354753 -4.311114 1.962525 -0.3 0.6 -0.1
C 2.239532 -4.047897 0.593808 0.0 0.0 0.2
C 1.659539 -2.851813 0.167756 -0.3 -0.3 -0.1
C 1.906639 -0.595235 -1.493966 -1.3 0.5 0.2
C 1.999278 -0.430344 -2.883256 -0.6 0.6 -0.3
H 1.562834 -0.001461 -6.762417 0.3 -0.2 0.1
H 2.836047 0.256067 -5.515337 -0.3 -0.1 -0.1
H 2.020308 -1.351725 -5.660254 0.0 0.3 0.0
H -1.143860 0.901771 -3.431733 0.3 -0.2 -0.2
H -1.356549 0.188329 -1.070636 0.5 -0.4 -0.7
H -0.816996 -1.028762 0.807730 1.2 -0.7 -1.3
H 1.096123 -1.337584 3.148430 -0.1 -0.3 0.0
H 2.013589 -3.538045 3.948605 0.0 0.2 -0.5
H 2.735640 -5.273361 2.308243 -0.1 0.4 0.0
H 2.557370 -4.782268 -0.164519 -0.2 0.4 0.5
H 1.509470 -2.719418 -0.904294 0.0 -0.2 0.5
H 2.792283 -0.881427 -0.929935 -0.3 -0.1 -0.2
H 2.890817 -0.776660 -3.425516 -0.4 0.5 0.4

---

No. 2
72
Properties=species:S:1:pos:R:3:forces:R:3 method="wB97M-V/def2-TZVPD" smiles="CCCCC(C(=O)OCC)(C(=O)OCC)[C@H](c1ccc(N(C)C)cc1)c1c([O-])n(C)c(=O)n(C)c1=O" total_charge=-1 homo_energy_ev=-3.9
C -3.340810 -4.012228 -2.020170 0.3 0.0 0.0
C -1.956863 -3.391329 -1.812848 0.2 0.3 0.8
C -1.739105 -2.090548 -2.578667 -0.3 -0.6 0.3
C -0.400492 -1.401286 -2.365352 1.3 1.2 0.2
C -0.191109 -0.053967 -1.405553 -0.8 0.4 -2.2
C 1.122748 0.507457 -1.861621 1.4 1.4 -0.4
O 1.381106 1.668733 -2.182263 -0.2 -2.2 0.3
O 2.031274 -0.496997 -1.760756 0.4 1.0 -0.4
C 3.440637 -0.186618 -1.923326 -0.6 0.0 0.0
C 3.970419 -1.052623 -3.046346 0.3 0.1 -0.4
C -1.304160 0.961126 -1.835080 -0.4 2.0 1.0
O -1.319360 2.118458 -1.449267 0.0 -1.5 -0.6
O -2.361415 0.547621 -2.617030 0.2 0.4 0.6
C -3.511541 1.464851 -2.537412 0.9 -0.5 -0.1
C -4.615966 0.894527 -3.392240 -0.6 0.2 -0.4
H -3.545370 -4.726751 -1.217797 0.0 -0.1 -0.2
H -4.146264 -3.268200 -1.985616 0.2 0.0 -0.1
H -3.371939 -4.539797 -2.977875 -0.3 0.0 0.0
H -1.821333 -3.156299 -0.741047 0.1 -0.4 -0.6
H -1.167033 -4.107375 -2.115729 -0.3 0.2 0.4
H -1.833115 -2.336935 -3.637462 0.0 0.2 -0.3
H -2.521002 -1.387494 -2.353184 -0.4 -0.3 0.0
H 0.364056 -2.085692 -2.022697 0.0 -0.3 0.1
H -0.036239 -1.060476 -3.379916 -0.3 0.0 1.0
H 3.519077 0.883355 -2.166826 0.1 -0.4 0.2
H 3.945243 -0.401178 -0.962292 -0.4 0.2 -0.4
H 5.059803 -0.863077 -3.095709 -0.4 -0.3 -0.1
H 3.775473 -2.134623 -2.890722 0.1 0.7 0.0
H 3.524716 -0.733384 -4.013650 0.2 -0.3 0.5
H -3.799071 1.546070 -1.479005 0.1 0.0 -0.3
H -3.162724 2.440173 -2.888014 -0.3 -0.1 0.1
H -5.515060 1.522443 -3.288701 0.3 -0.1 0.1
H -4.370157 0.931739 -4.462959 0.1 -0.2 0.3
H -4.921419 -0.124790 -3.118496 0.3 0.2 0.0
C -0.824982 5.785884 3.074858 0.0 0.1 -0.1
N -1.178785 4.462762 3.543918 -0.9 1.1 0.7
C -1.719181 4.415042 4.904314 0.2 -0.2 -0.6
C -0.849251 3.367727 2.793112 0.3 -1.7 -1.1
C -0.339285 3.509199 1.469892 0.0 -0.5 0.8
C 0.041327 2.393554 0.721772 0.1 0.2 0.3
C -0.205943 1.091463 1.125815 -0.3 0.4 0.5
C -0.018558 -0.132571 0.214374 -0.8 -0.5 0.2
C 1.144447 -0.912452 0.721678 1.3 -2.0 0.9
C 0.967714 -2.329740 0.718236 -0.4 0.6 -0.7
O -0.087490 -2.903738 0.396951 0.2 -0.1 0.3
N 2.088989 -3.157702 0.933424 0.7 -0.3 1.3
C 1.876811 -4.609616 0.899650 -0.2 -0.2 -0.2
C 3.218062 -2.710637 1.631049 -0.4 0.2 -0.5
O 4.115198 -3.465538 2.006848 -0.5 0.3 -0.1
N 3.290099 -1.337343 1.840726 -0.3 -1.5 -0.1
C 4.470092 -0.946138 2.572675 0.5 0.3 0.4
C 2.396408 -0.408874 1.245011 -1.2 1.3 -1.4
O 2.749387 0.781023 1.143385 0.1 -0.7 0.5
C -0.620730 0.937902 2.474724 -0.7 -0.3 -0.8
C -0.995359 2.023623 3.271866 0.3 0.8 0.2
H -1.228618 6.028778 2.069256 0.1 -0.2 0.5
H -1.216313 6.519234 3.787334 0.1 -0.1 -0.2
H 0.264852 5.917026 3.031556 0.0 0.0 -0.1
H -2.374825 3.541234 5.059990 0.4 0.4 -0.1
H -0.914973 4.424698 5.658390 -0.2 -0.2 0.0
H -2.317391 5.322021 5.055673 0.0 -0.3 0.0
H -0.252598 4.474427 0.987987 0.2 0.0 0.3
H 0.568151 2.535809 -0.207876 -0.3 0.2 -0.1
H -0.891618 -0.783172 0.287246 0.0 -0.1 1.2
H 2.860630 -5.078391 1.062249 -0.6 0.2 -0.1
H 1.154163 -4.945658 1.680823 0.5 0.3 -0.5
H 1.449729 -4.889435 -0.084135 0.3 0.2 0.6
H 4.407102 0.103012 2.842522 -0.1 0.1 -0.2
H 4.565124 -1.543048 3.490378 -0.2 0.1 -0.3
H 5.381285 -1.142539 1.994428 -0.1 0.2 0.0
H -0.742079 -0.081702 2.879224 0.0 0.5 -0.2
H -1.414590 1.868966 4.286286 0.5 -0.1 -0.8

---

No. 3
48
Properties=species:S:1:pos:R:3:forces:R:3 method="wB97M-V/def2-TZVPD" smiles="CCCN[C@H]1CC[C@@H](CCOC(=O)CC)OS1(=O)=O.CO" homo_energy_ev=-9.6
C -3.610152 0.217266 1.851864 -0.1 0.0 -0.6
C -4.161006 -0.317497 0.499968 1.1 -0.3 -0.3
C -2.958033 -0.859583 -0.336207 -1.4 0.2 0.5
N -2.272256 0.297980 -0.955722 0.7 -0.7 0.0
C -0.857514 0.337821 -0.735761 1.5 -0.3 -0.7
C 0.000772 0.032922 -1.980779 1.1 0.3 -0.1
C 1.538314 0.037061 -1.636148 -0.7 0.1 -0.3
C 1.859263 0.712232 -0.294788 0.8 -0.9 0.4
C 3.399144 0.694662 -0.063683 -0.3 0.2 -0.4
C 3.709048 -0.323862 1.041100 -0.7 0.4 -0.5
O 5.056762 -0.801085 0.969676 -0.6 -0.1 0.1
C 5.133192 -1.882880 1.828477 -0.3 -1.5 -2.4
O 5.393738 -1.761181 2.951088 0.9 0.9 3.3
C 4.824267 -3.295203 1.296326 -0.4 0.5 -1.7
C 4.474865 -3.344905 -0.222982 -0.2 0.0 0.3
O 1.314160 2.042836 -0.246979 -0.8 -0.4 -0.7
S -0.319716 2.018381 -0.164621 -0.9 0.4 0.7
O -0.869157 2.969028 -1.066774 0.5 0.3 -1.0
O -0.682755 2.208733 1.199923 0.3 -0.5 0.7
H -3.253316 1.246440 1.714705 -0.2 -0.2 0.3
H -4.368372 0.154102 2.641524 0.2 0.3 -0.2
H -2.725839 -0.361852 2.166525 -0.4 0.0 0.0
H -4.592583 0.493327 -0.115555 -0.2 -0.6 0.6
H -4.884195 -1.132227 0.651471 0.1 0.3 0.0
H -2.333145 -1.433004 0.363843 0.3 0.3 -0.4
H -3.308078 -1.564266 -1.109208 0.1 0.3 0.1
H -2.404879 0.237680 -1.960219 -0.2 0.3 0.2
H -0.522773 -0.353112 0.048621 -0.4 0.2 0.0
H -0.129866 0.787074 -2.771215 -0.4 -0.1 0.3
H -0.246808 -0.943301 -2.422346 -0.2 0.3 0.3
H 2.084308 0.588961 -2.416559 -0.2 -0.1 0.2
H 1.901894 -1.000471 -1.688548 0.1 0.3 0.4
H 1.429075 0.161936 0.563158 0.0 0.1 -0.4
H 3.773499 1.702892 0.155427 -0.1 -0.3 0.2
H 3.851449 0.396840 -1.021911 0.1 0.0 0.4
H 3.465842 0.119473 2.021968 0.4 -0.2 -0.2
H 3.002341 -1.168732 0.909794 0.4 0.1 0.0
H 5.654231 -3.982005 1.490999 -0.1 0.4 0.4
H 3.936361 -3.625263 1.851982 0.5 -0.1 0.1
H 3.378378 -3.308937 -0.314191 0.4 0.0 -0.3
H 4.841302 -4.256550 -0.713020 -0.2 0.1 0.3
H 4.900751 -2.499490 -0.777371 -0.1 -0.2 0.2
C -6.039494 3.650405 -0.631327 0.3 -0.1 0.0
O -5.290373 2.674093 0.082872 0.0 0.1 -0.1
H -7.074465 3.597933 -0.300703 0.0 -0.1 0.0
H -5.647477 4.650049 -0.428349 -0.1 0.1 -0.1
H -5.994652 3.450381 -1.705279 -0.1 0.1 0.0
H -4.376051 2.734896 -0.221065 0.0 0.0 0.1

---

No. 4
17
Properties=species:S:1:pos:R:3:forces:R:3 method="wB97M-V/def2-TZVPD" smiles=CC[Si@@H](C)[NH3+] total_charge=+1 homo_energy_ev=-14.9
C -0.221512 -0.505225 -2.292679 0.8 -2.0 -2.1
C -0.074715 -1.479510 1.452107 0.2 0.3 -0.5
C 0.383856 0.329576 -1.207074 -0.5 2.3 -0.1
N 0.054515 1.663640 1.491355 -1.9 0.1 2.7
Si -0.527586 0.049060 0.415920 1.8 0.0 -0.4
H -0.287391 -1.533090 -1.878609 -0.1 0.1 -0.9
H -1.260421 -0.170753 -2.529906 0.9 -0.3 -0.1
H 0.468214 -0.539810 -3.293349 -1.9 0.1 2.5
H -0.913411 -1.758930 2.061689 -0.9 -0.4 -0.1
H 0.253460 -2.358160 0.827863 -0.3 1.0 0.6
H 0.641700 -1.295428 2.249324 0.7 0.2 -0.3
H 1.484583 0.378167 -1.211270 -0.4 -0.5 0.4
H 0.084182 1.340615 -1.569266 0.4 0.0 0.8
H -0.598599 1.386878 2.313613 1.4 0.7 -1.1
H 0.999061 1.736877 1.971100 -1.2 -0.1 -1.1
H -0.331681 2.645570 1.306337 1.0 -1.7 -0.3
H -1.987042 0.256390 0.373972 0.2 0.2 0.0

---

For each record above, in turn, the calculated frontier orbital gap values are 7.90 6.62 9.97 11.04 eV.
For each record above, in turn, the calculated ΔE to the lowest compared entry with this formula, charge and spin values are 149.3 0.0 158.5 11.5 kJ/mol.
For each record above, in turn, the calculated DFT total energy values are -30313.7993 -46350.7650 -38527.1940 -12666.8322 eV.